{
  "formula": "C29H46FO3",
  "method": "ωB97M-V/def2-TZVPD",
  "elements": ["C", "C", "C", "C", "C", "F", "C", "O", "C", "C", "C", "C", "C", "C", "C", "C", "C", "C", "C", "C", "C", "C", "C", "C", "C", "C", "C", "C", "C", "O", "H", "H", "H", "H", "H", "H", "H", "H", "H", "H", "H", "H", "H", "H", "H", "H", "H", "H", "H", "H", "H", "H", "H", "H", "H", "H", "H", "H", "H", "H", "H", "H", "H", "H", "H", "H", "H", "H", "H", "H", "H", "C", "C", "O", "H", "H", "H", "H", "H"],
  "xyz": [[5.786021, -6.117123, 1.334552], [5.855917, -4.946359, 1.578094], [5.939521, -3.511344, 1.880050], [6.446666, -2.666537, 0.736927], [7.588033, -2.865554, 0.092806], [8.413380, -3.845561, 0.400963], [7.993035, -2.031286, -1.080845], [8.777636, -2.433352, -1.902036], [7.369105, -0.689218, -1.131554], [6.225473, -0.415275, -0.500063], [5.614969, 0.956601, -0.477228], [4.191122, 1.114476, -1.027812], [3.590414, 2.461574, -0.605150], [3.068278, 2.451109, 0.837304], [1.633314, 1.929999, 0.941542], [1.089053, 1.999303, 2.365061], [-0.338797, 1.486436, 2.569296], [-1.451774, 2.378664, 2.008581], [-1.553268, 2.569501, 0.485289], [-1.432907, 1.297164, -0.381791], [-2.697709, 1.025067, -1.202096], [-3.764407, 0.213475, -0.448338], [-4.598439, -0.649450, -1.399602], [-5.753277, -1.478594, -0.786876], [-5.869691, -1.469811, 0.739892], [-7.012453, -2.371885, 1.253102], [-6.531288, -3.518916, 2.145769], [-5.868192, -4.643301, 1.348074], [5.569125, -1.552124, 0.242203], [4.384560, -1.598159, 0.456053], [5.714451, -7.154568, 1.115541], [4.950332, -3.145771, 2.161781], [6.602486, -3.370333, 2.740500], [7.888728, 0.056933, -1.724323], [5.626233, 1.297184, 0.567428], [6.279842, 1.626571, -1.031906], [4.227691, 1.058027, -2.120546], [3.550092, 0.308282, -0.672968], [2.761558, 2.714403, -1.271075], [4.351029, 3.243748, -0.721269], [3.094915, 3.468363, 1.245805], [3.719839, 1.843290, 1.479647], [1.598386, 0.888574, 0.598330], [1.016486, 2.516873, 0.258398], [1.169077, 3.029376, 2.740178], [1.758331, 1.396079, 2.996770], [-0.410093, 0.461604, 2.185624], [-0.504909, 1.406259, 3.651534], [-1.310932, 3.371191, 2.460754], [-2.416924, 2.018314, 2.386402], [-0.840683, 3.323775, 0.146115], [-2.526597, 3.015699, 0.262814], [-0.597286, 1.419100, -1.078043], [-1.194655, 0.411295, 0.221649], [-3.088683, 1.998471, -1.522032], [-2.416243, 0.464926, -2.104088], [-3.288021, -0.429710, 0.305736], [-4.422175, 0.898058, 0.100962], [-4.995195, 0.009283, -2.179230], [-3.901053, -1.323002, -1.911553], [-6.706921, -1.120410, -1.191683], [-5.645838, -2.523162, -1.103066], [-6.015004, -0.443414, 1.087754], [-4.925436, -1.803440, 1.186570], [-7.532240, -2.801882, 0.386774], [-7.754359, -1.775308, 1.791681], [-7.367286, -3.923461, 2.725641], [-5.802669, -3.119082, 2.860184], [-5.651775, -5.510109, 1.976199], [-4.928247, -4.300355, 0.906165], [-6.518975, -4.963634, 0.528840], [-1.407551, 3.776642, -4.404619], [-2.721920, 4.065569, -3.641079], [-2.640255, 3.860307, -2.318745], [-1.110575, 2.734537, -4.249896], [-1.509120, 3.952693, -5.486221], [-0.608806, 4.419277, -4.021599], [-3.505126, 3.438690, -4.158839], [-3.006633, 5.116108, -3.931627]],
  "forces_ev_per_angstrom": [[-0.014, 0.097, 0.018], [0.012, 0.085, -0.020], [0.041, -0.164, -0.022], [-0.198, 0.098, 0.045], [-0.212, 0.253, -0.217], [0.288, -0.413, 0.076], [-0.188, 0.227, 0.164], [0.288, -0.034, -0.026], [-0.029, 0.009, -0.109], [0.030, -0.066, -0.091], [-0.075, 0.001, 0.099], [-0.095, 0.117, -0.114], [0.119, -0.113, 0.144], [-0.139, 0.075, 0.049], [0.146, 0.017, -0.066], [0.160, -0.125, 0.096], [0.018, 0.009, 0.071], [0.070, 0.168, -0.002], [-0.156, -0.141, 0.052], [-0.033, 0.164, -0.116], [-0.044, -0.364, 0.138], [-0.017, 0.099, 0.112], [0.109, 0.090, -0.037], [0.074, 0.095, 0.060], [0.042, -0.053, 0.039], [0.038, 0.019, -0.101], [0.077, -0.017, -0.066], [-0.010, 0.158, -0.019], [0.370, -0.041, 0.104], [-0.284, 0.187, 0.181], [0.008, 0.006, -0.003], [0.048, -0.011, -0.042], [-0.053, -0.013, -0.042], [-0.066, -0.091, -0.053], [-0.026, -0.060, -0.070], [-0.004, -0.028, 0.103], [0.001, -0.104, 0.076], [0.040, -0.001, -0.060], [0.068, 0.044, -0.007], [-0.067, -0.040, -0.066], [0.011, -0.065, -0.026], [0.017, 0.065, -0.025], [-0.072, 0.073, -0.046], [-0.015, -0.107, 0.063], [-0.064, -0.046, -0.074], [-0.044, 0.099, -0.001], [-0.030, 0.110, -0.049], [0.014, -0.026, -0.071], [-0.123, -0.057, -0.017], [0.109, -0.115, -0.024], [-0.035, -0.074, 0.007], [0.118, 0.098, 0.022], [-0.065, 0.038, 0.053], [0.008, 0.066, 0.019], [0.096, -0.074, -0.341], [-0.042, 0.065, 0.039], [-0.028, 0.033, -0.079], [0.058, -0.043, 0.025], [0.027, -0.065, 0.030], [-0.072, 0.035, 0.021], [0.031, -0.116, 0.013], [-0.131, 0.061, -0.027], [0.013, -0.085, -0.015], [-0.055, 0.032, -0.067], [-0.059, 0.029, 0.111], [0.061, -0.015, -0.008], [0.030, 0.016, -0.048], [-0.138, -0.049, 0.087], [0.031, 0.037, -0.033], [-0.056, -0.050, -0.005], [0.037, -0.042, 0.071], [-0.008, 0.012, -0.058], [-0.034, 0.020, -0.147], [0.069, 0.042, 0.161], [0.010, 0.004, 0.040], [-0.018, 0.001, 0.026], [0.004, -0.018, 0.039], [0.009, -0.020, 0.029], [0.001, -0.006, 0.031]],
  "mulliken_charge": [0.095, -0.471, -0.911, 0.048, 0.747, -0.303, -0.070, -0.548, -0.547, 0.269, -0.703, -0.573, -0.850, -0.823, 0.325, -0.792, -0.634, -1.041, -1.058, -0.337, -1.090, 0.006, -0.831, -0.547, -0.186, -0.835, -0.571, -1.096, 0.663, -0.582, 0.406, 0.304, 0.335, 0.421, 0.328, 0.400, 0.349, 0.326, 0.454, 0.398, 0.486, 0.272, 0.218, -0.204, 0.251, 0.303, 0.303, 0.362, 0.341, 0.313, 0.650, 0.602, 0.323, 0.348, 0.279, 0.430, 0.192, 0.196, 0.183, 0.360, 0.315, 0.176, 0.275, 0.207, 0.360, 0.383, 0.382, 0.301, 0.364, 0.265, 0.283, -1.014, -0.495, -0.785, 0.226, 0.385, 0.223, 0.194, 0.271],
  "molar_mass_g_mol": 461.7,
  "e_tot_ha": -1458.0778,
  "total_charge": -1,
  "homo_ev": -2.7,
  "max_force_ev_per_a": 0.5,
  "spin_multiplicity": 1
}

=====

{
  "formula": "C29H46N13OS",
  "method": "ωB97M-V/def2-TZVPD",
  "elements": ["C", "S", "C", "C", "O", "H", "H", "H", "H", "H", "H", "H", "C", "C", "N", "H", "H", "H", "C", "C", "N", "H", "H", "H", "C", "C", "N", "H", "H", "H", "C", "C", "N", "H", "H", "H", "C", "C", "N", "H", "H", "H", "C", "C", "N", "H", "H", "H", "C", "C", "N", "H", "H", "H", "C", "C", "N", "H", "H", "H", "C", "C", "N", "H", "H", "H", "C", "C", "N", "H", "H", "H", "C", "C", "N", "H", "H", "H", "C", "C", "N", "H", "H", "H", "C", "C", "N", "H", "H", "H"],
  "xyz": [[-2.209644, 1.338341, -0.708623], [-0.610764, 2.230212, -0.408427], [-0.863047, 3.044039, 1.266068], [0.202037, 2.307193, 2.238504], [1.397349, 2.459143, 1.960356], [-3.011542, 2.150467, -0.826196], [-2.456360, 0.806320, 0.275078], [-2.158306, 0.638767, -1.596574], [-0.390190, 3.223535, -1.363514], [-1.901362, 2.815845, 1.663499], [-0.710672, 4.166981, 1.233079], [-0.200273, 1.690607, 3.100928], [-0.678714, 7.070661, -0.876258], [-1.824795, 6.113202, -0.961579], [-2.722984, 5.362744, -1.030886], [-1.028600, 8.084230, -1.073576], [-0.240918, 7.033118, 0.122423], [0.085261, 6.809449, -1.610143], [-3.383870, -2.109458, 2.857986], [-2.401909, -1.066724, 2.434836], [-1.632368, -0.246374, 2.103552], [-2.970728, -3.102734, 2.678581], [-3.603785, -2.001345, 3.917768], [-4.308388, -1.999988, 2.289282], [4.464940, 1.836494, 2.244507], [5.453426, 1.844225, 3.365903], [6.226878, 1.850566, 4.243437], [3.468141, 2.048247, 2.627825], [4.732721, 2.596267, 1.509031], [4.460374, 0.858526, 1.761138], [-0.082021, 1.063887, -4.395783], [-1.404161, 0.368273, -4.412277], [-2.440267, -0.176520, -4.414147], [-0.204411, 2.101972, -4.708958], [0.333929, 1.042560, -3.386363], [0.610937, 0.567067, -5.076637], [3.628418, -0.097309, -3.569129], [3.047339, -0.346994, -4.923413], [2.593829, -0.543782, -5.984548], [4.504205, -0.730770, -3.420146], [3.924909, 0.948830, -3.480271], [2.888601, -0.325608, -2.800453], [-2.388323, -4.573028, 6.393745], [-3.520839, -3.828379, 5.762062], [-4.409535, -3.248625, 5.259034], [-2.196595, -5.493072, 5.842583], [-1.488318, -3.957067, 6.383885], [-2.637569, -4.822070, 7.425500], [0.840111, 11.085066, -2.139184], [1.255044, 9.726228, -2.605252], [1.591160, 8.659413, -2.981980], [1.504693, 11.839954, -2.560806], [-0.181877, 11.290695, -2.459918], [0.889516, 11.134600, -1.050696], [-5.768709, -0.723303, 8.277111], [-4.419817, -0.964075, 8.868460], [-3.359444, -1.163639, 9.321806], [-5.944203, -1.424665, 7.460103], [-6.538913, -0.862301, 9.036654], [-5.828331, 0.295541, 7.892113], [5.319151, -3.452538, -7.030269], [5.171218, -3.623408, -5.552427], [5.053763, -3.754950, -4.394439], [4.341678, -3.512912, -7.510315], [5.763215, -2.480755, -7.248756], [5.962565, -4.236380, -7.432751], [-1.287790, -3.423656, -3.336971], [-1.712300, -4.227290, -2.149821], [-2.045773, -4.854594, -1.219908], [-0.362858, -2.890928, -3.111983], [-1.121008, -4.081094, -4.190932], [-2.063238, -2.699606, -3.591018], [-4.467303, 3.858680, 2.464843], [-4.903139, 3.033800, 3.633402], [-5.242782, 2.386962, 4.546743], [-3.549126, 4.394250, 2.711001], [-4.284764, 3.213931, 1.603701], [-5.242826, 4.581494, 2.209402], [1.269772, -6.671873, 5.502870], [0.228721, -6.732776, 6.574086], [-0.586080, -6.782155, 7.412952], [1.134637, -5.769323, 4.905487], [2.263185, -6.656388, 5.952541], [1.185341, -7.544714, 4.854408], [5.294928, -7.546331, -8.600964], [5.993050, -6.316229, -9.084745], [6.540518, -5.353437, -9.464034], [5.967935, -8.402269, -8.662083], [4.982477, -7.411597, -7.564568], [4.415571, -7.739353, -9.216549]],
  "forces_ev_per_angstrom": [[-1.665, 1.091, 0.258], [0.108, -0.461, 0.586], [-0.330, -0.397, 1.115], [2.114, 1.069, -1.358], [-3.356, -0.636, 0.969], [1.143, -1.234, -0.212], [0.912, 0.524, -1.392], [0.189, 0.943, 1.054], [-1.029, -0.472, 0.887], [1.093, 0.261, -0.981], [0.027, -1.478, -0.158], [0.421, 0.718, -0.889], [-0.632, -0.581, -0.043], [-1.269, -0.996, -0.112], [2.272, 1.504, 0.285], [-0.013, -0.129, -0.021], [-0.080, 0.002, -0.053], [-0.104, 0.080, -0.004], [0.759, 0.842, -0.508], [0.991, 1.022, -0.540], [-1.774, -1.671, 0.707], [0.031, 0.123, -0.013], [0.063, 0.137, -0.233], [0.105, 0.048, 0.023], [0.617, 0.002, 0.717], [1.100, -0.005, 1.156], [-1.803, -0.011, -2.016], [0.190, -0.040, 0.000], [0.034, -0.045, 0.098], [0.052, 0.058, 0.083], [-0.816, -0.313, -0.114], [-1.383, -0.711, 0.013], [2.386, 1.249, 0.162], [-0.057, -0.098, -0.021], [-0.020, -0.083, -0.043], [-0.107, 0.009, 0.044], [-0.275, -0.111, -0.772], [-0.466, -0.353, -1.430], [0.981, 0.480, 2.475], [-0.115, -0.024, -0.071], [-0.023, -0.077, -0.086], [0.046, -0.055, -0.096], [-0.764, 0.485, -0.423], [-1.487, 0.882, -0.670], [2.162, -1.706, 1.683], [-0.134, 0.101, 0.060], [-0.119, 0.011, 0.023], [0.018, 0.021, -0.116], [0.222, -0.762, -0.259], [0.809, -2.307, -0.893], [-1.169, 3.284, 1.302], [-0.029, -0.119, 0.009], [0.095, -0.058, -0.017], [0.035, -0.044, -0.096], [0.678, -0.110, 0.313], [1.499, -0.335, 0.594], [-2.424, 0.455, -1.085], [0.089, 0.037, 0.065], [0.120, 0.001, -0.017], [0.060, -0.085, 0.036], [-0.045, -0.154, 0.898], [-0.205, -0.107, 1.591], [0.228, 0.388, -2.657], [0.060, 0.014, 0.097], [-0.038, -0.083, 0.067], [-0.070, 0.169, 0.092], [-0.311, -0.458, 0.665], [-0.437, -0.869, 1.264], [0.775, 1.517, -2.093], [-0.052, -0.096, 0.021], [-0.019, 0.019, 0.113], [0.038, -0.084, 0.031], [-0.261, -0.482, 0.713], [-0.459, -0.893, 1.250], [0.828, 1.455, -2.120], [-0.114, 0.000, 0.056], [-0.114, 0.029, 0.057], [0.067, -0.083, 0.026], [-0.578, -0.060, 0.614], [-1.049, -0.142, 1.202], [1.946, 0.107, -1.981], [-0.023, -0.064, 0.080], [-0.118, -0.001, 0.015], [-0.037, 0.060, 0.096], [0.388, 0.683, -0.288], [0.783, 1.247, -0.605], [-1.298, -2.267, 0.900], [-0.017, 0.119, -0.013], [0.056, 0.037, -0.083], [0.098, 0.067, 0.020]],
  "mulliken_charge": [-0.253, 0.059, 0.153, -0.038, -0.479, 0.286, -0.002, 0.206, 0.290, -0.287, 0.420, 0.381, -0.771, 0.332, -0.427, 0.276, 0.318, 0.288, -0.697, 0.475, -0.535, 0.315, 0.192, 0.315, -0.462, 0.252, -0.359, 0.108, 0.251, 0.262, -0.353, 0.389, -0.497, 0.335, 0.029, 0.122, -0.748, 0.458, -0.493, 0.313, 0.295, 0.211, -0.789, 0.420, -0.603, 0.287, 0.300, 0.341, -0.799, 0.411, -0.459, 0.329, 0.277, 0.272, -0.650, 0.312, -0.400, 0.223, 0.270, 0.242, -0.590, 0.335, -0.469, 0.269, 0.286, 0.138, -0.526, 0.259, -0.386, 0.173, 0.312, 0.164, -0.536, 0.283, -0.368, 0.223, 0.055, 0.386, -0.755, 0.389, -0.414, 0.262, 0.288, 0.273, -0.728, 0.394, -0.437, 0.274, 0.267, 0.267],
  "molar_mass_g_mol": 624.8,
  "e_tot_ha": -2317.4049,
  "total_charge": 1,
  "homo_ev": -12.9,
  "max_force_ev_per_a": 3.7,
  "spin_multiplicity": 1
}